Model w:
An isolated molecule of C4H4O3. Source: OMol25; level of theory: wB97M-V/def2-TZVPD.

Geometry as ORCA input:
```
! wB97M-V def2-TZVPD RIJCOSX def2/J DEFGRID3
* xyz 0 1
O 1.890 -1.161 0.274
C 0.791 -0.853 0.644
C -0.110 0.023 -0.230
C -1.309 -0.581 -0.881
O -2.077 -1.289 -0.276
C 0.296 1.315 0.298
O 0.730 0.916 -0.976
H 0.316 -1.164 1.596
H -1.380 -0.406 -1.971
H -0.145 2.308 0.411
H 1.000 0.862 1.184
*
```

## Properties
lowest unoccupied orbital energy: 0.19 eV
structure (SMILES): O=CC1(C=O)CO1
frontier orbital gap: 10.4 eV
HOMO level: -0.3743 Eh

***

Model x:
An isolated molecule of C4H4O3. Source: OMol25; level of theory: wB97M-V/def2-TZVPD.

Geometry as ORCA input:
```
! wB97M-V def2-TZVPD RIJCOSX def2/J DEFGRID3
* xyz 0 1
O 2.427 0.199 -0.300
C 1.328 0.621 -0.223
C 0.150 1.284 -0.899
O -0.417 1.858 0.258
C -0.026 0.473 0.429
C -0.850 -0.804 0.629
O -0.273 -1.906 0.041
H -0.322 1.424 -1.845
H -1.783 -0.595 0.241
H -0.966 -0.949 1.778
H 0.732 -1.605 -0.108
*
```

## Properties
lowest unoccupied orbital energy: 0.78 eV
structure (SMILES): O=C1[C@@H]2O[C@]12CO
frontier orbital gap: 10.6 eV
HOMO level: -0.3598 Eh

***

Least stable of them? model x.